No. 1
C28H16Cl2MnN8O9 as an isolated structure, computed with ωB97M-V with the def2-TZVPD basis set.

XYZ file:
```
64
Properties=species:S:1:pos:R:3:forces:R:3
Mn -0.00157 0.21428 -0.28910 -0.015 -0.110 0.159
Cl 0.71624 1.92530 6.42346 0.009 -0.001 0.008
C 0.00746 1.54138 4.87108 -0.011 -0.002 -0.012
C 0.85290 1.33788 3.79036 -0.043 -0.014 -0.010
C 0.34804 1.01964 2.52645 -0.044 -0.001 -0.016
N 1.12620 0.70502 1.41072 0.042 0.145 0.106
C 2.44832 0.87241 1.43850 -0.087 -0.180 0.071
O 3.16886 1.38921 2.30925 0.045 0.034 0.022
C 3.17055 0.27127 0.25089 -0.093 0.067 -0.032
C 4.55742 0.37055 0.18258 0.063 -0.025 -0.012
C 5.21404 -0.23145 -0.87326 0.009 0.018 0.040
C 4.46679 -0.90071 -1.83212 -0.060 -0.024 -0.054
C 3.08668 -0.92256 -1.69685 0.048 0.033 0.044
N 2.45227 -0.35887 -0.67106 0.015 0.076 -0.091
C -1.06760 0.93759 2.36037 0.097 -0.028 -0.044
C -1.89268 1.14791 3.46622 0.020 0.005 0.037
C -1.35815 1.44222 4.71258 0.008 -0.010 -0.012
Cl -2.45328 1.68296 6.05501 -0.004 0.004 0.002
N -1.51872 0.60258 1.08165 -0.051 0.157 0.147
C -2.80468 0.72801 0.76220 0.044 0.031 -0.007
O -3.77410 1.08366 1.45520 -0.020 0.012 -0.020
C -3.11159 0.35200 -0.66962 -0.016 -0.013 0.018
C -4.36508 0.63883 -1.20432 0.022 -0.026 0.006
C -4.64878 0.22224 -2.48995 -0.008 -0.009 -0.021
C -3.69597 -0.51281 -3.18510 -0.018 0.008 0.023
C -2.48097 -0.75143 -2.56816 0.008 -0.014 -0.002
N -2.17591 -0.29486 -1.35507 0.070 -0.089 -0.028
H 1.91689 1.43010 3.91907 0.006 0.004 0.017
H 5.06843 0.91303 0.96487 -0.016 -0.007 0.001
H 6.29406 -0.17782 -0.95349 -0.003 0.001 -0.004
H 4.93598 -1.38330 -2.68017 -0.010 0.007 -0.006
H 2.45646 -1.38457 -2.44627 -0.043 -0.022 -0.036
H -2.96042 1.09196 3.34167 0.014 0.003 0.006
H -5.07058 1.17713 -0.58833 0.012 0.006 0.002
H -5.60362 0.45588 -2.94642 0.003 -0.003 -0.002
H -3.87540 -0.87486 -4.18915 -0.005 -0.009 0.011
H -1.70503 -1.32192 -3.06456 0.017 0.008 -0.008
O -0.28205 4.02569 -2.00777 0.026 0.029 0.000
C -0.21462 2.79822 -1.88358 -0.048 0.089 0.063
O -0.01071 2.18101 -0.79977 0.013 -0.192 -0.061
C -0.41163 2.00181 -3.19060 0.015 -0.005 -0.049
C -0.95319 2.69611 -4.23061 -0.022 -0.008 0.009
C -1.12154 2.11232 -5.50092 -0.173 -0.056 0.066
C -0.70081 0.83252 -5.74828 -0.028 0.040 0.020
C -0.13996 0.09437 -4.71671 -0.017 0.054 0.120
C -0.00966 0.61507 -3.35575 0.185 -0.070 -0.049
O 0.41287 -0.07996 -2.40409 -0.080 -0.023 -0.351
N 0.21445 -1.25684 -5.07313 -0.088 -0.033 0.035
O 0.05293 -1.61389 -6.23768 0.039 -0.060 -0.214
O 0.63885 -2.03494 -4.22909 0.092 0.003 0.298
N -1.71564 2.86807 -6.57692 0.785 0.242 -0.171
O -2.04788 4.02222 -6.36231 -0.316 0.050 0.119
O -1.77345 2.36049 -7.69193 -0.277 -0.175 -0.047
H -1.22641 3.72623 -4.05303 0.003 -0.002 -0.008
H -0.80991 0.39460 -6.72718 -0.005 0.020 0.037
N -0.31865 -3.93408 -0.35475 -0.004 -0.001 0.010
C -0.71920 -3.77740 0.95558 0.064 -0.034 0.026
C -0.54358 -2.45754 1.23524 0.041 0.047 -0.036
N -0.05578 -1.81543 0.12250 -0.178 -0.011 -0.075
C 0.06997 -2.72118 -0.81424 0.004 0.039 0.044
H -0.33143 -4.78139 -0.88951 0.005 -0.018 -0.018
H -1.07540 -4.59886 1.55113 0.003 0.007 -0.005
H -0.73782 -1.91722 2.14676 -0.025 0.009 -0.014
H 0.40150 -2.52569 -1.82210 -0.014 0.025 -0.055
```
Positions in Å, forces in eV/Å.

Values from the calculation:
total charge = -2
E_HOMO (spin up / spin down) = -1.9 / -1.6 eV
⟨S²⟩ = 1.13
multiplicity = 2

=====

No. 2
C28H16Cl2MnN8O9 as an isolated structure, computed with ωB97M-V with the def2-TZVPD basis set.

XYZ file:
```
64
Properties=species:S:1:pos:R:3:forces:R:3
Mn 0.28412 0.06557 0.67787 0.109 -0.462 0.324
Cl 0.98416 1.84004 7.37210 -0.010 -0.002 -0.007
C 0.28007 1.40144 5.83145 0.040 0.005 -0.013
C 1.12549 1.22205 4.74557 -0.028 0.006 0.067
C 0.62285 0.85798 3.49564 -0.007 -0.032 -0.029
N 1.40400 0.53646 2.38976 -0.105 0.261 -0.044
C 2.71257 0.76824 2.37920 0.231 -0.168 -0.129
O 3.43165 1.36070 3.20124 -0.004 -0.039 0.024
C 3.42719 0.13631 1.18985 -0.118 -0.058 0.075
C 4.81384 0.21850 1.09862 -0.018 -0.001 -0.044
C 5.44551 -0.42762 0.05186 0.010 -0.019 -0.023
C 4.67949 -1.12317 -0.87698 -0.018 0.044 0.088
C 3.30132 -1.13188 -0.71662 0.204 0.082 -0.053
N 2.69658 -0.52627 0.29859 -0.025 0.180 0.200
C -0.78810 0.72252 3.33565 -0.004 -0.053 0.001
C -1.61195 0.89953 4.44788 0.020 0.023 -0.019
C -1.07971 1.23230 5.68663 -0.052 -0.011 -0.002
Cl -2.17543 1.43279 7.03670 0.017 0.001 -0.010
N -1.23052 0.37187 2.05698 -0.035 0.266 0.114
C -2.51545 0.44791 1.72408 -0.057 -0.152 -0.006
O -3.51429 0.72499 2.41226 0.078 0.072 0.027
C -2.78924 0.10660 0.27233 -0.165 0.114 -0.010
C -4.00574 0.48157 -0.29664 0.050 -0.048 0.030
C -4.26008 0.13511 -1.60868 -0.032 -0.003 -0.030
C -3.32132 -0.61896 -2.30378 -0.005 -0.007 0.067
C -2.14798 -0.95014 -1.65066 -0.061 -0.065 -0.046
N -1.87046 -0.56735 -0.40711 0.092 0.088 0.011
H 2.18639 1.36796 4.86065 -0.017 -0.015 0.008
H 5.34178 0.78423 1.85265 0.008 -0.005 0.001
H 6.52491 -0.38638 -0.04542 -0.004 -0.002 -0.011
H 5.13053 -1.63323 -1.71849 0.012 0.000 0.002
H 2.65234 -1.59703 -1.44757 0.011 -0.044 0.021
H -2.67646 0.79039 4.33408 -0.027 0.007 -0.006
H -4.70315 1.03601 0.31383 -0.007 0.004 -0.005
H -5.18202 0.44276 -2.08831 0.005 -0.003 -0.008
H -3.47769 -0.92478 -3.32991 -0.011 0.004 0.000
H -1.38057 -1.53293 -2.14832 -0.028 -0.005 0.047
O -0.12222 3.85454 -1.02031 -0.013 -0.005 0.019
C -0.01435 2.63213 -0.87967 0.060 0.057 0.020
O 0.21665 2.03299 0.21089 -0.005 -0.111 -0.180
C -0.18053 1.81225 -2.18091 -0.048 0.133 -0.003
C -0.78012 2.46262 -3.21858 0.056 -0.021 0.069
C -0.94057 1.85027 -4.47556 -0.074 0.014 -0.137
C -0.45367 0.59135 -4.71633 -0.033 0.025 0.116
C 0.16625 -0.09384 -3.68164 -0.015 -0.255 -0.151
C 0.29218 0.45033 -2.34029 0.088 -0.010 0.071
O 0.75160 -0.21955 -1.38844 -0.222 0.124 -0.372
N 0.57207 -1.44872 -3.99543 0.253 0.205 -0.117
O 0.39540 -1.86712 -5.14100 -0.067 0.019 0.129
O 1.09843 -2.14690 -3.13525 -0.135 -0.048 -0.064
N -1.60734 2.55441 -5.54935 0.207 0.065 -0.025
O -2.03225 3.67961 -5.33205 -0.050 -0.086 0.000
O -1.70290 2.00633 -6.64436 -0.065 0.006 0.063
H -1.10577 3.47850 -3.04849 -0.013 0.002 -0.014
H -0.56566 0.12838 -5.68162 0.001 -0.011 -0.029
N -0.24211 -4.04613 0.46883 0.002 -0.046 -0.002
C -0.68096 -3.90719 1.76855 -0.022 0.014 0.032
C -0.41528 -2.61569 2.10643 0.164 -0.033 0.015
N 0.18352 -1.97941 1.04703 -0.205 -0.008 -0.082
C 0.26563 -2.85405 0.07738 0.111 0.008 0.018
H -0.31491 -4.86565 -0.10457 0.020 0.015 -0.002
H -1.13104 -4.71694 2.31397 -0.009 0.002 0.001
H -0.61140 -2.09017 3.02549 -0.023 -0.017 0.013
H 0.64467 -2.64641 -0.91175 -0.013 -0.001 -0.002
```
Positions in Å, forces in eV/Å.

Values from the calculation:
total charge = -2
E_HOMO (spin up / spin down) = -1.8 / -1.6 eV
⟨S²⟩ = 1.15
multiplicity = 2

=====

Taking the records one at a time from the top gives E_tot values of -116009.5301 -116009.4555 eV.
Taking the records one at a time from the top gives energy above the lowest of the compared OMol25 structures with the same formula, charge and spin values of 15.17 16.89 kcal/mol.